(1)
Entry from the Open Molecules 2025 dataset: one molecule with the formula C6H9N at a distorted geometry (the ωB97M-V functional and the def2-TZVPD basis).

Each line ends with the Mulliken charge.
Positions of all 16 atoms, in Å:
C 0.09816 -0.45344 0.07596  0.934
C -1.30471 1.31789 0.26286  -0.457
H -2.36493 1.64222 0.13668  0.240
C -1.08124 0.14943 -0.69302  -0.339
N 1.13649 0.37957 0.50875  -0.542
H 2.42070 1.79170 0.25823  0.357
H -0.44305 1.98286 0.52095  0.199
C 1.77207 1.15691 -0.25275  -0.405
H -0.00605 -2.53240 -0.32739  0.409
C -1.26051 -0.17177 0.73503  -0.581
H 1.42579 -1.69220 -0.70984  0.354
H 1.48464 1.36938 -1.31227  0.270
H 0.94958 -2.05192 1.13213  0.264
H -1.54577 -0.13526 -1.59428  0.378
C 0.64486 -1.81850 0.02993  -1.367
H -1.92603 -0.93446 1.22903  0.285

* structure (SMILES): C=N[C@]1(C)[C@@H]2C[C@@H]21
* E_tot: -288.63220 Eh
* Kohn-Sham gap: 10.02 eV
* relative energy (zero: lowest compared OMol25 entry of this formula, charge and spin): 94.0 kcal/mol
* 2S+1: 1
* lowest unoccupied orbital energy: 1.19 eV
* E_HOMO: -0.325 hartree
* maximum force: 0.0580 Eh/bohr

(2)
Entry from the Open Molecules 2025 dataset: one molecule with the formula C6H9N (the ωB97M-V functional and the def2-TZVPD basis).

Each line ends with the Mulliken charge.
Positions of all 16 atoms, in Å:
H 1.97981 0.88022 1.02344  0.294
C 0.82061 -1.79021 -0.51518  -0.430
C 1.34174 -0.62502 -0.28753  0.364
H -2.47191 0.26806 -0.96940  0.221
C -2.29952 0.13512 0.09956  -0.404
C 2.33245 0.39589 0.10429  -1.187
H -0.45228 -0.30300 -1.58885  0.271
H 2.36043 1.16467 -0.67735  0.313
C -0.09851 -0.64524 -0.60627  -0.198
H -1.35168 1.28684 1.77943  0.219
H -3.16078 -0.21174 0.66435  0.245
H 3.33845 0.00705 0.26981  0.327
N -1.02204 -0.41609 0.48856  -0.350
H -0.73860 1.69947 0.09494  0.236
H 0.69249 -2.84035 -0.61489  0.406
C -1.27066 0.99432 0.73509  -0.327

* structure (SMILES): CC1=C[C@H]1N1CC1
* E_tot: -288.63786 Eh
* Kohn-Sham gap: 9.99 eV
* relative energy (zero: lowest compared OMol25 entry of this formula, charge and spin): 90.5 kcal/mol
* 2S+1: 1
* lowest unoccupied orbital energy: 1.14 eV
* E_HOMO: -0.325 hartree
* maximum force: 0.0164 Eh/bohr

(3)
Entry from the Open Molecules 2025 dataset: C6H9N as an isolated structure at a distorted geometry (the ωB97M-V functional and the def2-TZVPD basis).

Each line ends with the Mulliken charge.
Positions of all 16 atoms, in Å:
C 0.80476 0.54620 -0.74375  -0.016
H -0.86037 -1.81882 -0.32219  0.294
H -1.11739 1.00462 -1.72966  0.330
H -0.79017 0.04820 2.24179  0.318
H 1.75361 0.46354 1.24123  0.340
H 1.13972 -1.73565 -0.79118  0.194
H 1.19646 1.68405 -0.90552  0.289
C 1.04470 -0.02327 0.57361  -0.385
C -0.77453 0.47795 -0.73027  -0.103
H -1.88887 1.26254 0.74288  0.268
C -1.24834 -0.86325 -0.04167  -0.789
C 1.61597 -0.84321 -0.64105  -0.782
C -0.44095 -0.03204 1.08129  0.086
H 2.66845 -0.84668 -0.80854  0.269
H -2.18808 -0.65358 0.28783  0.320
N -0.91499 1.32941 0.54521  -0.633

* E_tot: -288.60162 Eh
* Kohn-Sham gap: 10.78 eV
* relative energy (zero: lowest compared OMol25 entry of this formula, charge and spin): 113.2 kcal/mol
* 2S+1: 1
* lowest unoccupied orbital energy: 1.13 eV
* E_HOMO: -0.355 hartree
* maximum force: 0.1065 Eh/bohr

(4)
Entry from the Open Molecules 2025 dataset: one molecule with the formula C6H9N (the ωB97M-V functional and the def2-TZVPD basis).

Each line ends with the Mulliken charge.
Positions of all 16 atoms, in Å:
N -0.00085 0.00583 -0.53013  -0.161
H -1.40161 2.14284 -1.61320  0.312
H -0.64408 -0.41534 1.95379  0.377
C -1.45298 0.84093 1.23189  -0.830
H 2.70941 -0.38316 -0.60659  0.307
C -1.98751 1.42013 -1.03485  -1.304
H -2.77220 1.96184 -0.49977  0.362
H 1.94484 -1.96752 -0.82084  0.321
C -1.10793 0.69134 -0.05501  0.810
H 0.09024 -0.19147 -1.51536  0.257
C 0.41199 -0.60657 1.68105  -0.964
C 0.81359 -0.60814 0.40103  0.773
H -2.47036 0.71781 -1.72355  0.320
C 2.11781 -1.15573 -0.10327  -1.219
H 2.70416 -1.56208 0.72328  0.322
H 1.04546 -0.89069 2.51152  0.317

* E_tot: -288.62114 Eh
* Kohn-Sham gap: 8.97 eV
* relative energy (zero: lowest compared OMol25 entry of this formula, charge and spin): 101.0 kcal/mol
* 2S+1: 1
* lowest unoccupied orbital energy: 0.64 eV
* E_HOMO: -0.306 hartree
* maximum force: 0.0088 Eh/bohr

(5)
Entry from the Open Molecules 2025 dataset: an isolated ion of composition C6H9N2 and charge +1 at a distorted geometry (the ωB97M-V functional and the def2-TZVPD basis).

Each line ends with the Mulliken charge.
Positions of all 17 atoms, in Å:
C -0.22636 0.05461 -0.75158  0.220
H -1.91157 0.43606 -1.87701  0.398
H 1.09409 4.25360 1.39835  0.307
N 0.59027 3.38884 1.73396  -0.963
C -1.64873 0.01257 -0.97037  -1.169
C 1.43720 -0.11497 0.80694  -0.222
H 0.37766 0.62907 -1.38654  0.523
C 0.45764 -0.92981 0.07384  0.299
H 2.51463 0.02769 0.38018  0.275
N 0.91088 2.26331 1.41826  0.754
C 0.33996 -2.22179 0.25418  -0.870
C 0.89843 1.24120 0.83404  -0.149
H 1.57784 -0.38949 1.97025  0.350
H -0.45638 -2.86400 -0.25066  0.255
H 0.87140 -2.60728 1.07559  0.325
H -2.35934 0.69771 -0.37771  0.327
H -2.14059 -0.97026 -0.80715  0.340

* E_tot: -343.04923 Eh
* Kohn-Sham gap (alpha / beta): 6.99 / 6.78 eV
* relative energy (zero: lowest compared OMol25 entry of this formula, charge and spin): 170.8 kcal/mol
* net charge: +1
* 2S+1: 1
* lowest unoccupied orbital energy (alpha / beta): -6.33 / -6.39 eV
* E_HOMO (alpha / beta): -0.489 / -0.484 hartree
* maximum force: 0.1016 Eh/bohr

(6)
Entry from the Open Molecules 2025 dataset: a 2-piece molecular cluster, C6H9N2O2 overall at a distorted geometry (the ωB97M-V functional and the def2-TZVPD basis).

Each line ends with the Mulliken charge.
Positions of all 19 atoms, in Å:
H 0.30734 3.35237 -3.06541  0.268
H 1.19446 -3.47109 2.33050  0.278
C -0.37330 0.43956 1.79815  -0.231
O 0.20266 1.06788 -1.78421  -0.811
N -0.32355 -0.58695 2.67296  -0.697
H -1.36083 2.96311 -3.65389  0.287
C -0.33561 2.60884 -3.52608  -0.891
H 1.23547 -2.33188 3.68885  0.221
C 0.48842 -1.24531 0.68499  -0.383
H -0.31447 -3.16369 3.41217  0.245
H 0.22285 0.53758 -0.31972  0.456
H 0.27377 2.20957 -4.33005  0.203
H 0.82666 -1.65041 -0.24953  0.379
C -0.69488 1.36197 -2.61848  0.611
O -1.79217 0.82841 -2.83846  -0.707
C 0.58293 -2.76299 2.92488  -0.950
H -0.61429 1.39444 2.23711  0.373
C 0.24003 -1.65118 1.98582  0.358
N 0.23451 0.09977 0.65040  -0.008

* E_tot: -494.08570 Eh
* Kohn-Sham gap: 8.66 eV
* relative energy (zero: lowest compared OMol25 entry of this formula, charge and spin): 23.2 kcal/mol
* net charge: -1
* 2S+1: 1
* lowest unoccupied orbital energy: 3.77 eV
* E_HOMO: -0.180 hartree
* maximum force: 0.0542 Eh/bohr

(7)
Entry from the Open Molecules 2025 dataset: a 2-piece molecular cluster, C6H9N2O2 overall at a distorted geometry (the ωB97M-V functional and the def2-TZVPD basis).

Each line ends with the Mulliken charge.
Positions of all 19 atoms, in Å:
C 2.60623 1.48007 -0.45135  -0.791
C -2.81021 -0.44903 1.26960  -0.883
H -3.99092 0.18737 -0.55222  0.258
C -1.35920 -0.44638 1.32597  0.600
N -0.84724 0.15242 0.24624  -0.200
C 2.49782 0.16080 -1.24872  0.420
O 1.65450 -0.67604 -0.81908  -0.609
N -3.13826 0.22912 0.04426  -0.144
C -1.90076 0.49441 -0.53557  -0.384
O 3.26190 0.10791 -2.20111  -0.723
H 3.55852 1.90425 -0.40345  0.386
H 2.05589 2.16705 -1.04380  0.168
H -0.29843 -2.17903 1.90451  0.193
H -1.72608 0.71204 -1.63030  0.366
H -1.07202 -1.26424 3.25029  0.345
H 0.42626 -0.65080 2.41402  0.227
H -3.43797 -0.84242 1.90530  0.570
C -0.56579 -1.13793 2.26831  -0.954
H 2.24351 1.22843 0.51409  0.155

* E_tot: -494.01743 Eh
* Kohn-Sham gap: 6.50 eV
* relative energy (zero: lowest compared OMol25 entry of this formula, charge and spin): 66.1 kcal/mol
* net charge: -1
* 2S+1: 1
* lowest unoccupied orbital energy: 3.14 eV
* E_HOMO: -0.123 hartree
* maximum force: 0.1445 Eh/bohr

(8)
Entry from the Open Molecules 2025 dataset: a 2-piece molecular cluster, C6H9N2O2 overall at a distorted geometry (the ωB97M-V functional and the def2-TZVPD basis).

Each line ends with the Mulliken charge.
Positions of all 19 atoms, in Å:
H -1.20247 -4.44799 0.89976  0.268
C -1.73969 -3.95421 0.08308  -0.970
N 0.02800 0.39280 0.06616  0.023
C 2.10113 3.40244 0.06183  -1.108
C -0.69049 1.25832 -0.65854  -0.121
H 2.94590 3.01311 -0.49842  0.246
C 1.04589 2.34423 -0.00047  0.518
H -0.22200 -0.69557 0.34429  0.426
H -1.56799 -4.35358 -0.91974  0.278
H -1.67906 1.12458 -1.05689  0.436
N -0.12292 2.45933 -0.73233  -0.762
H 2.44499 3.74821 1.03092  0.289
C -1.27303 -2.53103 -0.02423  0.760
H 1.75071 4.33410 -0.41060  0.293
O -1.38371 -1.92168 -1.11693  -0.731
H 1.93551 0.59972 1.08253  0.361
O -0.78387 -1.91163 0.99520  -0.824
C 1.17993 1.00665 0.42912  -0.596
H -2.76683 -3.86782 0.42527  0.215

* E_tot: -494.10017 Eh
* Kohn-Sham gap: 8.16 eV
* relative energy (zero: lowest compared OMol25 entry of this formula, charge and spin): 14.1 kcal/mol
* net charge: -1
* 2S+1: 1
* lowest unoccupied orbital energy: 3.91 eV
* E_HOMO: -0.156 hartree
* maximum force: 0.0582 Eh/bohr

(9)
Entry from the Open Molecules 2025 dataset: a 3-piece molecular cluster, C6H9N2O2 overall at a distorted geometry (the ωB97M-V functional and the def2-TZVPD basis).

Each line ends with the Mulliken charge.
Positions of all 19 atoms, in Å:
H -4.13510 3.63529 -1.06045  0.228
C 1.27088 -0.51741 -0.33784  -0.163
H 3.58953 -2.77319 -0.46215  0.414
C -0.06107 1.24394 3.46740  0.694
H -3.25992 4.64686 -2.21861  0.232
C -3.83002 3.73501 -2.09651  -0.899
C 2.70600 -2.18021 -0.31774  -0.323
N 0.61014 -1.44774 0.22018  -0.373
H 1.77866 -4.55908 0.92572  0.285
C 1.44822 -2.55447 0.29134  0.805
H -4.71313 3.77251 -2.72219  0.236
H 0.91221 0.47619 -0.52679  0.426
N 2.56644 -0.93042 -0.69016  0.025
H -3.22348 2.88423 -2.38366  0.203
H 3.25646 -0.35516 -1.15891  0.240
H 0.10680 -3.83754 1.28291  0.312
O -0.65990 1.99140 4.08417  -0.313
O 0.54071 0.49694 2.83668  -0.385
C 1.09655 -3.72715 0.86661  -0.643

* E_tot: -493.75499 Eh
* Kohn-Sham gap: 8.68 eV
* relative energy (zero: lowest compared OMol25 entry of this formula, charge and spin): 29.7 kcal/mol
* net charge: +1
* 2S+1: 1
* lowest unoccupied orbital energy: -6.41 eV
* E_HOMO: -0.554 hartree
* maximum force: 0.0351 Eh/bohr

(10)
Entry from the Open Molecules 2025 dataset: an isolated ion of composition C6H9N2O2 and charge +1 at a distorted geometry (the ωB97M-V functional and the def2-TZVPD basis).

Each line ends with the Mulliken charge.
Positions of all 19 atoms, in Å:
H 2.43254 0.87750 2.73520  0.333
C 0.54731 0.87447 1.41987  -0.329
O 0.90889 -0.67962 -4.55646  -0.524
H -1.69598 -1.32878 -1.86218  0.252
H 0.32156 1.90016 1.53671  0.300
C -2.07406 -0.72478 0.62411  -1.511
C 0.37339 0.33619 0.08054  0.712
C 2.13718 0.86924 1.61225  -1.087
C -0.06184 -0.65447 -2.43212  0.130
H -0.11464 0.35700 2.08854  0.305
C -0.93840 -0.38623 -0.22032  0.484
N 0.25871 -0.70464 -3.56739  0.599
H 2.56858 1.65074 1.16722  0.381
N -0.97122 -0.75815 -1.48086  -0.043
H 2.47807 -0.11152 1.13427  0.309
H -2.79445 -1.47905 0.26944  0.391
H -1.76255 -0.86867 1.57836  0.426
O 1.13462 0.55316 -0.82782  -0.486
H -2.74770 0.27745 0.70066  0.358

* structure (SMILES): CCC(=O)/C(C)=[NH+]\C#[N+][O-]
* E_tot: -493.56227 Eh
* Kohn-Sham gap (alpha / beta): 7.39 / 7.40 eV
* relative energy (zero: lowest compared OMol25 entry of this formula, charge and spin): 150.6 kcal/mol
* net charge: +1
* 2S+1: 1
* lowest unoccupied orbital energy (alpha / beta): -6.51 / -6.51 eV
* E_HOMO (alpha / beta): -0.511 / -0.511 hartree
* maximum force: 0.1282 Eh/bohr

Q: Which value of maximum force does entry 3 give?
A: 0.1065 Eh/bohr